{
  "formula": "CH4N2S2",
  "method": "the ωB97M-V functional and the def2-TZVPD basis",
  "e_above_lowest_kj_mol": 142.6,
  "e_homo_ev": -8.823,
  "multiplicity": 1,
  "e_tot_ev": -25751.0122,
  "smiles": "S/N=C\\NS",
  "charge": 0,
  "elements": ["S", "N", "C", "N", "S", "H", "H", "H", "H"],
  "xyz": [[2.053879, -0.936053, -0.092172], [1.497229, 0.574920, -0.548313], [0.356531, 1.056916, -0.248738], [-0.671721, 0.374155, 0.428541], [-1.598332, -0.797786, -0.410423], [0.887352, -1.476445, 0.250487], [0.119797, 2.058273, -0.623901], [-1.279609, 1.026151, 0.889792], [-1.365123, -1.880129, 0.354727]],
  "atomic_forces_ev_per_a": [[-0.183, 0.219, -0.194], [-0.311, 0.794, 0.121], [0.705, -0.676, -0.826], [-0.141, -0.021, 0.245], [-0.018, 0.008, -0.214], [-0.106, -0.426, 0.306], [0.182, -0.108, 0.305], [-0.255, 0.097, 0.155], [0.126, 0.113, 0.101]],
  "mulliken_charge": [-0.050, -0.362, 0.151, -0.469, -0.109, 0.078, 0.336, 0.306, 0.118]
}